Entry 1:
ORCA calculation (ωB97M-V/def2-TZVPD) on a cluster of 2 separate species, C5H10Cl2O3 in total in a non-equilibrium geometry.

Computed properties:
SMILES   CCOC(=O)OC.ClCCl
Frontier orbital gap   11.4 eV
LUMO energy   0.76 eV
Energy relative to the best compared isomer or geometry (same formula, charge and spin)   86.2 kJ/mol
F_max   0.0732 hartree/bohr
HOMO level   -10.7 eV

CARTESIAN COORDINATES (ANGSTROEM)
C1 27.3346 -24.8932 26.3849
C2 27.5222 -25.7612 27.5756
O1 28.1614 -25.1726 28.7012
C3 27.9186 -25.6386 29.9279
O2 27.0651 -26.5112 30.1851
O3 28.4958 -24.7966 30.8162
C4 28.3826 -24.9673 32.2080
H1 26.4816 -24.2163 26.3375
H2 27.3127 -25.4979 25.4783
H3 28.2216 -24.2598 26.4010
H4 28.1856 -26.5968 27.3527
H5 26.5361 -26.1811 27.7740
H6 27.3457 -25.2390 32.4059
H7 28.6378 -24.0142 32.6711
H8 29.0055 -25.7829 32.5753
Cl1 25.7694 -25.4641 22.9143
C5 25.0423 -26.7862 22.0831
Cl2 25.8504 -27.1890 20.5700
H9 25.1046 -27.5433 22.8648
H10 24.0274 -26.5294 21.7794

Cartesian forces (eV/Å) of the 6 atoms listed first:
C 1.2942 1.3572 -0.2503
C -0.9198 -2.2669 0.1002
O 0.3423 1.0282 0.5902
C -3.6253 -0.5035 0.8752
O 2.7817 1.7213 -0.2525
O 0.8731 -0.3072 -1.8223

=====

Entry 2:
ORCA calculation (ωB97M-V/def2-TZVPD) on an isolated molecule of C6H8BN in a non-equilibrium geometry.

Computed properties:
Spin multiplicity   3
Frontier orbital gap (alpha / beta)   5.0 / 8.3 eV
⟨S²⟩   2.029
LUMO energy (alpha / beta)   0.07 / -0.86 eV
F_max   0.1269 hartree/bohr
HOMO level (alpha / beta)   -4.9 / -9.2 eV

CARTESIAN COORDINATES (ANGSTROEM)
B1 1.1243 -2.0578 -0.3024
C1 -0.3881 -0.3857 1.2639
C2 -1.7582 -0.4844 0.9116
C3 -2.4172 -0.2934 -1.4415
C4 0.7768 -0.8714 0.4065
C5 0.6296 0.4829 0.4313
C6 0.9515 1.7745 -0.0388
N1 -2.1710 -0.2890 -0.2622
H1 0.2437 -2.6749 -0.7767
H2 2.2513 -2.3230 -0.3925
H3 -0.1228 -0.4084 2.3294
H4 -2.6004 -0.9047 1.5711
H5 -2.8263 0.2707 -2.2107
H6 0.1165 2.5763 0.2824
H7 1.9581 2.0171 0.2801
H8 0.9926 1.8412 -1.1375

Cartesian forces (eV/Å) of the 6 atoms listed first:
B 0.4768 -1.5168 -1.0749
C 2.0106 1.3946 1.3869
C -1.6189 -1.4716 2.1312
C 1.9732 -0.0642 -2.3306
C -0.7827 5.3021 0.3377
C -1.0651 -6.2255 1.6303

=====

Entry 3:
ORCA calculation (ωB97M-V/def2-TZVPD) on the ion C30H27BNO6 with charge +1 in a non-equilibrium geometry.

Computed properties:
Frontier orbital gap   5.7 eV
Net charge   +1
LUMO energy   -4.72 eV
Energy relative to the best compared isomer or geometry (same formula, charge and spin)   221.4 kJ/mol
F_max   0.0800 hartree/bohr
HOMO level   -10.4 eV

CARTESIAN COORDINATES (ANGSTROEM)
C1 3.8303 1.1887 3.4657
C2 2.6349 0.4001 3.7742
C3 1.6152 0.5448 4.7622
C4 0.4463 0.0073 4.1884
C5 0.7749 -0.8268 2.9867
B1 0.0511 -0.5503 1.3444
N1 0.0281 0.8499 0.5515
C6 -0.1331 2.0560 1.4412
C7 1.2277 0.8290 -0.3740
C8 1.6439 -0.6062 -0.4506
O1 2.5238 -1.0806 -1.1204
O2 0.8655 -1.3308 0.4317
C9 -1.2526 0.5930 -0.3358
C10 -2.0926 -0.3454 0.4398
O3 -3.2627 -0.6535 0.3053
O4 -1.3392 -0.8843 1.4620
O5 2.1622 -0.3469 2.7145
H1 3.7378 2.2122 3.8470
H2 4.7793 0.8643 3.8943
H3 4.0446 1.2693 2.3998
H4 1.7543 1.0472 5.7469
H5 -0.5214 0.0794 4.6844
H6 -0.5283 2.8607 0.8092
H7 -0.8240 1.8072 2.2690
H8 0.8348 2.3549 1.8683
H9 0.9834 1.0433 -1.4217
H10 1.9578 1.5741 -0.0287
H11 -1.7287 1.5322 -0.6554
H12 -0.9064 0.1097 -1.2538
C11 4.1160 -6.0026 7.0473
O6 4.5145 -4.8402 6.3235
C12 3.5534 -4.0752 5.7564
C13 3.9074 -3.3026 4.6102
C14 2.8530 -2.8053 3.8405
C15 1.5122 -2.9280 4.2240
C16 0.4874 -2.2782 3.2881
C17 -0.9767 -2.4581 3.8252
C18 -1.8108 -3.0371 2.8475
C19 -3.1805 -3.1985 3.0922
C20 -3.7181 -2.7999 4.3298
C21 -2.8701 -2.1911 5.2939
C22 -1.4534 -2.0951 5.0800
C23 -0.9445 -3.4675 1.7259
C24 0.3975 -3.2202 2.0453
C25 1.3588 -3.8011 1.2295
C26 0.9701 -4.4379 0.0423
C27 -0.3594 -4.5520 -0.3224
C28 -1.3675 -4.1079 0.5474
C29 1.2438 -3.5490 5.4474
C30 2.2495 -4.0739 6.2428
H13 5.0548 -6.5537 7.0372
H14 3.7939 -5.6741 8.0272
H15 3.2892 -6.5119 6.5549
H16 4.9622 -3.3312 4.2636
H17 3.0722 -2.2359 2.9291
H18 -3.8163 -3.5251 2.2506
H19 -4.8119 -2.8270 4.5025
H20 -3.2765 -1.9490 6.2813
H21 -0.8218 -1.6968 5.9149
H22 2.3944 -3.5891 1.4638
H23 1.7727 -4.9501 -0.5241
H24 -0.6315 -4.8857 -1.3417
H25 -2.4361 -4.1660 0.2644
H26 0.2619 -3.7256 5.8630
H27 2.0916 -4.6691 7.1547

Cartesian forces (eV/Å) of the 6 atoms listed first:
C 1.0985 0.8772 0.2120
C -2.6195 -1.1671 -2.4974
C -0.5335 -0.2871 -0.7509
C 1.8326 -0.0578 0.7790
C -0.4697 3.8451 -0.7316
B 0.3293 -0.7145 0.7140

=====

Entry 4:
ORCA calculation (ωB97M-V/def2-TZVPD) on a cluster of 3 separate species, C32H52Br2F3N2O7 in total in a non-equilibrium geometry.

Computed properties:
Frontier orbital gap   8.1 eV
Net charge   +1
LUMO energy   -2.87 eV
F_max   0.0966 hartree/bohr
HOMO level   -11.0 eV

CARTESIAN COORDINATES (ANGSTROEM)
O1 -2.7822 -2.8255 0.4021
C1 -3.3176 -2.7794 -0.7364
O2 -3.6427 -1.5120 -1.2701
C2 -4.1226 -1.5802 -2.6440
C3 -3.0557 -1.1136 -3.7363
C4 -2.7272 0.4697 -3.6816
C5 -1.5288 0.7183 -2.6027
N1 -1.3653 2.1641 -2.2176
C6 0.1074 2.4929 -2.3984
C7 0.5900 3.7628 -1.5473
C8 0.5013 3.3153 0.0256
C9 -0.7755 2.3330 0.3092
C10 -0.3636 0.8036 0.5375
C11 0.6826 0.5513 1.7332
C12 2.1614 0.1869 1.2415
N2 2.2237 -0.8941 0.2214
C13 3.0347 -0.5271 -0.9706
C14 2.3530 -1.0997 -2.3265
C15 2.4478 -0.1823 -3.5947
C16 1.8142 -0.6094 -4.9467
C17 1.0486 -1.9541 -5.0508
C18 0.9756 -2.8746 -3.7865
C19 1.6329 -2.4635 -2.4300
O3 1.5530 -3.3630 -1.3037
C20 -1.8942 2.5340 -0.8611
C21 -3.3145 1.8889 -0.4857
C22 -4.3432 3.0128 0.1100
C23 -5.8154 2.7367 -0.4368
F1 -6.1487 1.3465 -0.1691
Br1 -7.1807 3.8043 0.5610
C24 -6.0069 2.9476 -2.0258
F2 -6.1851 1.7254 -2.7514
F3 -7.2310 3.6858 -2.2036
Br2 -4.6000 4.0168 -2.9150
H1 -3.5469 -3.7822 -1.2490
H2 -4.4784 -2.6531 -2.8315
H3 -5.0490 -0.8981 -2.7024
H4 -3.5096 -1.3352 -4.7748
H5 -2.0704 -1.7186 -3.7122
H6 -3.6481 1.1128 -3.4826
H7 -2.3459 0.7741 -4.7281
H8 -1.7214 0.0112 -1.7228
H9 -0.5858 0.3011 -3.1279
H10 -1.8523 2.7320 -2.9462
H11 0.7876 1.6141 -2.0813
H12 0.3262 2.6642 -3.5147
H13 -0.1668 4.6230 -1.7015
H14 1.6346 4.1165 -1.8419
H15 1.4773 2.7678 0.2746
H16 0.4246 4.2968 0.6223
H17 -1.2699 2.7545 1.2637
H18 -1.2950 0.1693 0.7784
H19 0.1113 0.4186 -0.4269
H20 0.6936 1.4732 2.4095
H21 0.3023 -0.3224 2.3844
H22 2.6896 1.1583 0.9488
H23 2.7326 -0.2083 2.1671
H24 1.2917 -1.2509 -0.0223
H25 4.1417 -0.8146 -0.8996
H26 3.0243 0.6245 -1.1101
H27 3.0116 0.8170 -3.5225
H28 1.9498 0.1151 -5.8265
H29 0.5676 -2.2739 -6.0397
H30 0.3987 -3.8602 -3.9319
H31 2.4656 -3.3003 -0.9157
H32 -2.0646 3.6792 -0.8899
H33 -3.8692 1.4028 -1.3534
H34 -3.1455 1.1621 0.3951
H35 -4.3920 2.9027 1.2561
H36 -4.0036 4.0817 -0.0904
O4 5.4056 1.0881 0.6590
C25 5.9720 0.8259 1.6997
O5 7.2645 0.4633 1.6922
C26 8.0716 0.3160 2.8717
C27 7.9094 -1.0657 3.4719
C28 5.2160 0.8118 2.9962
H37 7.8674 1.1137 3.5898
H38 9.1074 0.4483 2.5511
H39 6.8819 -1.2453 3.7954
H40 8.5695 -1.1909 4.3329
H41 8.1467 -1.8332 2.7312
H42 4.7172 -0.1525 3.1099
H43 4.4638 1.6029 2.9623
H44 5.8300 1.0150 3.8708
O6 0.1829 -2.3477 6.7251
C29 -0.3757 -2.8864 5.7968
O7 -0.7315 -2.1679 4.7151
C30 -1.2237 -2.7353 3.4911
C31 -2.7187 -2.9677 3.5598
C32 -0.7646 -4.3355 5.8694
H45 -0.6693 -3.6388 3.2261
H46 -1.0111 -2.0028 2.7083
H47 -2.9793 -3.6864 4.3398
H48 -3.0922 -3.3427 2.6060
H49 -3.2388 -2.0371 3.8012
H50 -1.7163 -4.4271 6.3966
H51 0.0061 -4.8712 6.4276
H52 -0.8326 -4.8241 4.8997

Cartesian forces (eV/Å) of the 6 atoms listed first:
O -1.9600 0.3492 -4.5484
C 1.7163 0.7482 4.2473
O 0.4749 -2.7727 -0.4457
C -0.7456 0.0501 -0.9827
C -0.1874 0.2695 -0.3920
C 0.8122 -0.2671 -0.1929

=====

Entry 5:
ORCA calculation (ωB97M-V/def2-TZVPD) on a cluster of 5 separate species, C33H71ClN5 in total in a non-equilibrium geometry.

Computed properties:
Frontier orbital gap   8.9 eV
Net charge   +3
LUMO energy   -6.31 eV
Energy relative to the best compared isomer or geometry (same formula, charge and spin)   111.8 kJ/mol
F_max   0.0584 hartree/bohr
HOMO level   -15.2 eV

CARTESIAN COORDINATES (ANGSTROEM)
C1 1.2237 -2.3899 3.8250
C2 2.6197 -1.7230 3.5833
C3 3.1565 -1.9468 2.1661
C4 4.5686 -1.2588 2.1520
N1 5.3348 -1.5143 0.8463
C5 6.7146 -1.0287 1.0807
C6 7.6195 -1.6979 0.0121
C7 6.9281 -3.0725 -0.2849
C8 5.6699 -3.0355 0.6099
C9 4.7370 -0.8175 -0.4065
H1 1.0043 -2.4457 4.8913
H2 1.3645 -3.4177 3.4905
H3 0.4197 -2.0325 3.1817
H4 3.4112 -2.1082 4.2262
H5 2.6765 -0.6463 3.7434
H6 2.4697 -1.4478 1.4823
H7 3.1648 -2.9745 1.8030
H8 5.1840 -1.6912 2.9409
H9 4.4235 -0.1840 2.2611
H10 6.7458 0.0600 1.0389
H11 7.1490 -1.3129 2.0392
H12 7.6183 -1.0400 -0.8570
H13 8.6286 -1.8090 0.4088
H14 6.5993 -3.1139 -1.3233
H15 7.4691 -3.9908 -0.0564
H16 4.8482 -3.6286 0.2085
H17 5.8458 -3.4885 1.5855
H18 5.4432 -0.9790 -1.2209
H19 4.5924 0.2168 -0.0944
H20 3.8457 -1.3724 -0.6992
C10 -4.3229 -0.6759 -5.0854
C11 -3.7508 -0.4574 -3.6801
C12 -4.7972 -0.1852 -2.5767
C13 -4.1308 0.5082 -1.2722
N2 -5.0118 0.6209 -0.0228
C14 -6.3879 1.3565 -0.2534
C15 -6.0340 2.7626 -0.1784
C16 -4.9268 2.9121 0.8808
C17 -4.2897 1.5407 1.0180
C18 -5.3344 -0.7610 0.4814
H21 -3.5417 -1.0095 -5.7685
H22 -4.8079 0.1890 -5.5381
H23 -5.1486 -1.3867 -5.0522
H24 -2.9692 0.2988 -3.7529
H25 -3.1421 -1.3183 -3.4038
H26 -5.1724 -1.1800 -2.3366
H27 -5.6449 0.3666 -2.9829
H28 -3.7095 1.4745 -1.5491
H29 -3.2809 -0.1010 -0.9643
H30 -6.9755 1.2021 0.6516
H31 -6.9103 1.0142 -1.1468
H32 -6.8841 3.4168 0.0149
H33 -5.6054 3.0450 -1.1400
H34 -5.2805 3.3287 1.8239
H35 -4.1563 3.6094 0.5521
H36 -4.3189 1.1918 2.0503
H37 -3.2414 1.5732 0.7214
H38 -6.0425 -0.6006 1.2945
H39 -4.4113 -1.2675 0.7631
H40 -5.8197 -1.3081 -0.3269
C19 1.2775 3.8348 -2.9871
C20 0.3258 3.7827 -1.8419
C21 1.0543 3.2982 -0.6516
C22 0.0787 2.8871 0.4295
N3 0.8899 2.5195 1.7136
C23 -0.0955 2.3509 2.9055
C24 0.3262 3.3649 3.9932
C25 1.7708 3.5676 3.7150
C26 1.8271 3.6177 2.1934
C27 1.7133 1.2460 1.5046
H41 0.6852 4.2318 -3.8115
H42 1.6325 2.8548 -3.3061
H43 2.1663 4.3809 -2.6708
H44 -0.5862 3.2421 -2.0953
H45 0.0898 4.8274 -1.6391
H46 1.7483 4.0792 -0.3409
H47 1.6127 2.4384 -1.0218
H48 -0.5261 2.0267 0.1430
H49 -0.5033 3.7290 0.8043
H50 0.1390 1.3604 3.2954
H51 -1.1569 2.4108 2.6645
H52 0.1904 3.0464 5.0268
H53 -0.1464 4.3459 4.0419
H54 2.3794 2.6807 3.8915
H55 2.1733 4.4007 4.2912
H56 2.8536 3.4141 1.8885
H57 1.5865 4.5798 1.7410
H58 2.4559 1.4428 0.7314
H59 0.9644 0.5408 1.1442
H60 2.1622 1.0514 2.4786
C28 0.8076 -1.0427 -2.4848
C29 0.7648 -2.5758 -2.4533
N4 -0.5856 -3.1080 -2.2397
C30 -1.5056 -3.4438 -3.2234
C31 -2.6969 -3.7952 -2.6584
N5 -2.4999 -3.6939 -1.3134
C32 -1.2905 -3.2067 -1.0601
C33 -3.5588 -3.9370 -0.2988
H61 0.4484 -0.6497 -3.4360
H62 1.8065 -0.6079 -2.5190
H63 0.1877 -0.6457 -1.6810
H64 1.4236 -2.9604 -1.6747
H65 1.1440 -3.1405 -3.3050
H66 -1.2480 -3.4040 -4.2715
H67 -3.6264 -4.1093 -3.1098
H68 -0.9326 -2.8219 -0.1166
H69 -3.7773 -4.9931 -0.1407
H70 -4.5123 -3.4164 -0.3875
H71 -3.1867 -3.5590 0.6535
Cl1 -1.6772 -0.7120 1.6340

Cartesian forces (eV/Å) of the 6 atoms listed first:
C 1.6356 -0.3226 -0.3173
C -0.2841 -0.6565 -0.4252
C 0.4984 1.1780 -0.1269
C -1.5756 -1.5152 -1.5173
N 0.3500 -1.0601 0.3267
C 1.8891 0.4829 -0.8170

=====

Entry 6:
ORCA calculation (ωB97M-V/def2-TZVPD) on a cluster of 2 separate species, C2H6NO3 in total in a non-equilibrium geometry.

Computed properties:
Spin multiplicity   3
Frontier orbital gap (alpha / beta)   8.5 / 8.2 eV
Net charge   +1
⟨S²⟩   2.009
LUMO energy (alpha / beta)   -3.02 / -5.93 eV
Energy relative to the best compared isomer or geometry (same formula, charge and spin)   101.5 kJ/mol
F_max   0.1000 hartree/bohr
HOMO level (alpha / beta)   -11.5 / -14.1 eV

CARTESIAN COORDINATES (ANGSTROEM)
C1 1.1730 0.4807 0.5282
C2 -1.3963 0.3414 0.0188
N1 1.4847 -0.9872 0.1284
O1 1.6823 1.1977 -0.3982
O2 -2.5962 0.8591 0.1107
O3 -1.4602 -0.9608 -0.2327
H1 0.5346 -1.4300 0.1052
H2 1.7634 -0.9150 -0.8026
H3 2.1483 -1.2978 0.7681
H4 1.5292 2.1326 -0.3701
H5 -2.5042 1.7944 0.4390
H6 -2.3586 -1.2151 -0.2948

Cartesian forces (eV/Å) of the 6 atoms listed first:
C -0.4618 -2.9339 0.7199
C 0.1419 0.0868 0.1064
N -4.2819 2.4756 1.4051
O 1.4812 1.4599 -1.8100
O 0.5298 0.5950 0.5723
O 1.7007 1.5702 0.2014

=====

| no. | DFT total energy (eV) |
| --- | --- |
| 1 | -36533.8643 |
| 2 | -8509.3251 |
| 3 | -45993.3585 |
| 4 | -199563.7593 |
| 5 | -55321.5014 |
| 6 | -9790.5745 |